{
  "formula": "C28H25HgN5O2S",
  "method": "wB97M-V/def2-TZVPD",
  "elements": ["Hg", "C", "C", "C", "C", "C", "C", "H", "H", "H", "H", "H", "H", "N", "C", "C", "C", "C", "C", "C", "S", "O", "O", "N", "C", "N", "C", "C", "C", "N", "H", "H", "H", "H", "H", "H", "H", "H", "H", "C", "C", "C", "C", "C", "C", "N", "C", "C", "C", "C", "C", "C", "H", "H", "H", "H", "H", "H", "H", "H", "H", "H"],
  "xyz": [[0.275, 0.368, -0.251], [1.858, 2.717, 1.803], [1.462, 1.879, 2.834], [2.148, 0.696, 3.064], [3.224, 0.347, 2.265], [3.617, 1.181, 1.234], [2.934, 2.366, 1.003], [1.308, 3.629, 1.629], [0.614, 2.154, 3.441], [1.846, 0.041, 3.871], [3.746, -0.586, 2.433], [4.450, 0.899, 0.605], [3.248, 3.018, 0.201], [-2.273, 5.048, -4.766], [-2.326, 4.450, -3.513], [-1.222, 4.504, -2.661], [-1.320, 4.036, -1.366], [-2.512, 3.507, -0.908], [-3.602, 3.409, -1.750], [-3.509, 3.868, -3.052], [-2.596, 2.956, 0.804], [-1.578, 3.702, 1.506], [-3.946, 3.130, 1.291], [-2.116, 1.412, 0.784], [-2.879, 0.459, 0.308], [-4.101, 0.708, -0.209], [-4.810, -0.309, -0.635], [-4.365, -1.623, -0.588], [-3.080, -1.790, -0.082], [-2.346, -0.792, 0.340], [-1.348, 5.194, -5.142], [-2.942, 4.719, -5.443], [-0.294, 4.925, -3.026], [-0.492, 4.092, -0.676], [-4.510, 2.974, -1.363], [-4.353, 3.791, -3.724], [-5.786, -0.046, -1.038], [-4.955, -2.454, -0.941], [-2.617, -2.770, -0.011], [-1.013, -4.614, 2.427], [-0.900, -3.276, 2.786], [-0.022, -2.447, 2.135], [0.804, -2.939, 1.101], [0.655, -4.296, 0.726], [-0.241, -5.108, 1.382], [1.654, -2.091, 0.506], [2.766, -2.473, -0.152], [3.664, -3.402, 0.416], [4.889, -3.649, -0.163], [5.262, -3.006, -1.333], [4.383, -2.106, -1.916], [3.161, -1.840, -1.343], [-1.699, -5.269, 2.945], [-1.512, -2.884, 3.585], [0.075, -1.405, 2.399], [1.253, -4.682, -0.089], [-0.347, -6.142, 1.081], [3.393, -3.880, 1.347], [5.572, -4.349, 0.303], [6.225, -3.201, -1.783], [4.659, -1.605, -2.835], [2.468, -1.143, -1.797]],
  "multiplicity": 2,
  "total_energy_ev": -55998.08012,
  "charge": -1,
  "s2": 0.788,
  "gap_ev": [6.83, 4.76],
  "lumo_ev": [2.69, 0.77],
  "relative_energy_kj_mol": 15.2
}

{
  "formula": "C28H26CrN9O3S2",
  "method": "wB97M-V/def2-TZVPD",
  "elements": ["Cr", "O", "C", "N", "C", "O", "C", "C", "C", "C", "C", "N", "C", "C", "C", "C", "C", "N", "H", "H", "H", "H", "H", "H", "H", "H", "C", "N", "C", "C", "C", "C", "C", "N", "C", "C", "C", "C", "C", "C", "H", "H", "H", "H", "H", "H", "H", "H", "H", "H", "H", "C", "C", "C", "N", "N", "C", "N", "S", "H", "H", "H", "H", "H", "H", "H", "O", "S", "N"],
  "xyz": [[0.124, 0.005, 0.990], [2.300, 0.514, 4.135], [1.524, 0.548, 2.988], [0.254, -0.098, 2.956], [0.091, -1.295, 3.576], [0.301, -1.607, 4.730], [-0.355, -2.369, 2.596], [-0.856, -3.590, 3.015], [-1.167, -4.540, 2.057], [-0.950, -4.248, 0.716], [-0.436, -3.010, 0.378], [-0.150, -2.089, 1.300], [3.224, 0.817, 1.213], [4.393, 0.893, 2.003], [5.563, 1.306, 1.416], [5.588, 1.624, 0.058], [4.406, 1.497, -0.639], [3.252, 1.106, -0.095], [-0.979, -3.756, 4.076], [-1.572, -5.499, 2.349], [-1.177, -4.963, -0.061], [-0.259, -2.736, -0.654], [4.358, 0.637, 3.048], [6.463, 1.372, 2.013], [6.489, 1.956, -0.437], [4.367, 1.724, -1.701], [-3.036, -0.904, 0.905], [-1.985, 0.102, 0.788], [-2.380, 1.328, 0.615], [-1.431, 2.362, 0.568], [-1.506, 3.744, 0.372], [-0.195, 4.212, 0.448], [0.619, 3.099, 0.688], [-0.121, 1.988, 0.762], [-3.643, -1.333, -0.412], [-2.902, -1.328, -1.588], [-3.460, -1.778, -2.774], [-4.769, -2.238, -2.802], [-5.519, -2.234, -1.636], [-4.958, -1.782, -0.451], [-3.833, -0.538, 1.562], [-2.620, -1.781, 1.404], [-3.443, 1.554, 0.528], [-2.402, 4.316, 0.201], [0.142, 5.231, 0.360], [1.689, 3.068, 0.818], [-1.897, -0.934, -1.581], [-2.873, -1.761, -3.683], [-5.205, -2.586, -3.729], [-6.546, -2.575, -1.650], [-5.552, -1.773, 0.455], [0.843, 3.053, -3.873], [0.266, 1.667, -4.151], [0.631, 0.717, -3.057], [-0.007, 0.647, -1.949], [0.572, -0.212, -1.056], [1.650, -0.793, -1.513], [2.356, -1.716, -0.803], [2.035, -0.316, -3.121], [0.543, 3.752, -4.653], [1.932, 3.026, -3.839], [0.484, 3.424, -2.913], [0.616, 1.283, -5.111], [-0.823, 1.709, -4.191], [2.277, -1.569, 0.202], [3.324, -1.801, -1.076], [2.644, 3.008, 3.303], [1.669, 2.109, 3.913], [2.016, 0.357, 1.691]],
  "multiplicity": 4,
  "total_energy_ev": -99104.69493,
  "s2": 3.781,
  "gap_ev": [7.06, 7.09],
  "lumo_ev": [-0.12, -0.27]
}

{
  "formula": "C28H27AsN3O2STc",
  "method": "wB97M-V/def2-TZVPD",
  "elements": ["Tc", "O", "C", "C", "C", "C", "C", "C", "C", "N", "C", "C", "N", "C", "C", "C", "C", "C", "C", "C", "O", "H", "H", "H", "H", "H", "H", "H", "H", "H", "H", "H", "H", "H", "H", "N", "C", "C", "C", "C", "C", "C", "C", "C", "C", "H", "H", "H", "H", "C", "As", "C", "C", "S", "H", "H", "H", "H", "H", "H", "H", "H", "H"],
  "xyz": [[0.657, 1.784, -0.062], [-1.200, 2.156, -0.252], [-2.245, 2.156, 0.578], [-3.480, 2.586, 0.080], [-4.580, 2.610, 0.910], [-4.482, 2.220, 2.249], [-3.269, 1.798, 2.743], [-2.132, 1.755, 1.920], [-0.883, 1.332, 2.493], [0.254, 1.327, 1.886], [1.407, 0.792, 2.618], [2.725, 1.270, 1.997], [2.495, 2.009, 0.742], [3.489, 2.688, 0.253], [3.524, 3.354, -1.002], [4.706, 4.040, -1.365], [4.806, 4.674, -2.572], [3.719, 4.640, -3.460], [2.556, 3.981, -3.145], [2.438, 3.326, -1.908], [1.312, 2.702, -1.632], [-3.541, 2.897, -0.954], [-5.532, 2.942, 0.518], [-5.352, 2.253, 2.890], [-3.175, 1.480, 3.774], [-0.899, 1.035, 3.540], [1.334, -0.296, 2.563], [1.344, 1.093, 3.664], [3.343, 0.405, 1.750], [3.282, 1.906, 2.687], [4.403, 2.721, 0.847], [5.535, 4.052, -0.668], [5.712, 5.195, -2.845], [3.798, 5.142, -4.415], [1.716, 3.951, -3.823], [2.011, -7.867, -1.938], [1.880, -6.749, -1.713], [1.717, -5.350, -1.431], [2.032, -4.406, -2.408], [1.872, -3.062, -2.136], [1.412, -2.654, -0.879], [1.099, -3.604, 0.099], [1.245, -4.949, -0.181], [1.233, -1.267, -0.598], [1.020, -0.085, -0.383], [2.392, -4.731, -3.373], [2.100, -2.323, -2.890], [0.719, -3.277, 1.056], [1.000, -5.694, 0.564], [-2.386, -1.427, -1.035], [-2.857, -2.158, 0.687], [-4.620, -1.475, 1.053], [-3.082, -4.046, 0.377], [-1.502, -1.752, 2.222], [-3.043, -1.845, -1.798], [-1.349, -1.678, -1.249], [-2.495, -0.344, -1.009], [-5.244, -1.542, 0.163], [-4.525, -0.437, 1.368], [-5.059, -2.058, 1.861], [-3.965, -4.219, -0.237], [-3.191, -4.541, 1.340], [-2.199, -4.432, -0.132]],
  "multiplicity": 2,
  "total_energy_ev": -111904.91151,
  "charge": 1,
  "s2": 1.064,
  "gap_ev": [5.95, 6.05],
  "lumo_ev": [-4.85, -4.74],
  "relative_energy_kj_mol": 114.8
}

{
  "formula": "C28H27CaN4O7S",
  "method": "wB97M-V/def2-TZVPD",
  "elements": ["Ca", "C", "C", "O", "C", "C", "C", "N", "N", "C", "O", "C", "C", "C", "C", "C", "C", "H", "H", "H", "H", "H", "H", "H", "H", "H", "H", "H", "H", "O", "C", "C", "C", "C", "C", "C", "C", "O", "N", "O", "O", "H", "H", "H", "H", "C", "C", "O", "H", "H", "H", "H", "H", "H", "S", "C", "N", "C", "C", "C", "C", "C", "C", "H", "H", "H", "H", "H"],
  "xyz": [[0.184, -0.408, 0.873], [3.868, 0.967, 2.816], [2.363, 0.901, 2.538], [2.005, 0.192, 1.552], [1.530, 1.669, 3.330], [0.135, 1.821, 3.119], [-0.601, 2.908, 3.875], [-0.483, 1.091, 2.244], [-1.778, 1.417, 1.943], [-2.358, 0.517, 1.189], [-1.868, -0.609, 0.860], [-3.694, 0.897, 0.669], [-4.386, 2.013, 1.134], [-5.614, 2.342, 0.594], [-6.166, 1.569, -0.416], [-5.473, 0.472, -0.901], [-4.245, 0.142, -0.363], [4.385, 0.346, 2.085], [4.095, 0.612, 3.819], [4.221, 1.994, 2.731], [1.967, 2.227, 4.149], [0.070, 3.489, 4.502], [-1.386, 2.478, 4.493], [-1.086, 3.564, 3.154], [-3.946, 2.609, 1.916], [-6.152, 3.206, 0.957], [-7.133, 1.828, -0.826], [-5.897, -0.121, -1.702], [-3.675, -0.703, -0.727], [0.443, -2.196, 1.983], [-0.457, -2.986, 1.758], [-0.982, -3.376, 0.482], [-1.919, -4.398, 0.434], [-2.449, -4.840, -0.769], [-2.074, -4.190, -1.967], [-1.185, -3.167, -1.948], [-0.558, -2.707, -0.734], [0.315, -1.818, -0.764], [-3.357, -5.909, -0.799], [-3.805, -6.272, -1.886], [-3.671, -6.452, 0.258], [-0.923, -3.516, 2.618], [-2.240, -4.886, 1.345], [-2.511, -4.541, -2.889], [-0.913, -2.650, -2.857], [1.098, 3.200, -0.161], [0.040, 2.345, -0.854], [0.280, 0.968, -0.759], [0.795, 4.247, -0.157], [2.060, 3.126, -0.665], [1.214, 2.858, 0.866], [-0.042, 2.633, -1.918], [-0.926, 2.513, -0.371], [1.206, 0.775, -0.994], [4.379, -2.097, -1.469], [3.078, -1.179, -0.748], [2.881, -0.020, -1.241], [3.756, 0.277, -2.242], [3.796, 1.467, -2.963], [4.749, 1.610, -3.948], [5.653, 0.586, -4.229], [5.628, -0.604, -3.528], [4.678, -0.753, -2.532], [2.491, -1.583, 0.052], [3.086, 2.249, -2.739], [4.795, 2.528, -4.517], [6.384, 0.725, -5.012], [6.326, -1.398, -3.740]],
  "total_energy_ev": -79043.32811,
  "charge": -1,
  "gap_ev": 6.13,
  "lumo_ev": 2.22,
  "relative_energy_kj_mol": 175.4
}